1.
A structure of composition C20H19IrN3S, computed with ωB97M-V/def2-TZVPD.

The highest occupied orbital energy (alpha / beta) is -14.56 / -14.44 eV. The LUMO energy (alpha / beta) is -6.973 / -9.387 eV. The charge is +2. The relative energy (zero: lowest compared OMol25 entry of this formula, charge and spin) comes out at 0.061 eV. As for the expectation value of S²: 0.768. As for the spin multiplicity: 2.

Positions of all 44 atoms, in Å:
Ir1 -0.065 -0.132 0.614
N1 -1.431 1.260 1.411
C1 -1.956 2.161 0.386
C2 -3.319 2.368 0.306
C3 -3.827 3.206 -0.677
C4 -2.959 3.828 -1.564
C5 -1.595 3.618 -1.465
C6 -1.057 2.777 -0.484
C7 0.397 2.572 -0.405
C8 1.258 3.621 -0.734
C9 2.627 3.442 -0.808
C10 3.198 2.188 -0.561
C11 2.381 1.137 -0.216
C12 0.996 1.323 -0.078
H1 -2.220 0.764 1.826
H2 -1.014 1.799 2.171
H3 -3.988 1.884 1.008
H4 -4.893 3.367 -0.747
H5 -3.346 4.473 -2.341
H6 -0.936 4.086 -2.183
H7 0.838 4.599 -0.927
H8 3.265 4.277 -1.067
H9 4.267 2.050 -0.636
H10 2.819 0.173 -0.003
S1 -1.277 -0.629 -1.214
C13 0.032 -1.807 -1.454
C14 0.212 -2.779 -2.410
C15 1.344 -3.581 -2.293
C16 2.231 -3.395 -1.241
C17 1.977 -2.396 -0.318
N2 0.903 -1.616 -0.444
H11 -0.503 -2.911 -3.210
H12 1.528 -4.357 -3.024
H13 3.108 -4.016 -1.133
H14 2.628 -2.207 0.525
C18 3.554 -0.851 4.642
C19 2.103 -0.368 4.770
C20 1.431 -0.299 3.479
N3 0.916 -0.242 2.456
H15 4.001 -0.865 5.633
H16 4.138 -0.181 4.014
H17 3.598 -1.859 4.235
H18 2.047 0.629 5.212
H19 1.511 -1.035 5.401

Force components x, y, z for each atom (eV/Å):
Ir -0.62 -0.30 0.08
N 0.11 0.05 -0.01
C -0.04 -0.04 0.04
C 0.01 -0.04 0.01
C 0.04 0.03 -0.04
C -0.04 -0.02 0.03
C 0.01 -0.02 0.01
C -0.07 0.07 -0.03
C 0.23 -0.09 0.03
C -0.08 0.01 0.00
C 0.12 -0.08 0.02
C -0.15 0.12 -0.03
C 0.10 -0.10 0.07
C 0.02 0.47 -0.20
H 0.01 0.02 0.04
H 0.04 0.03 -0.04
H 0.00 0.00 0.00
H 0.00 0.00 0.00
H -0.01 0.00 0.00
H 0.02 -0.01 0.01
H 0.01 0.00 -0.02
H -0.03 0.02 -0.01
H 0.00 -0.01 0.01
H 0.01 -0.02 -0.01
S 0.20 -0.01 0.17
C 0.12 -0.02 -0.04
C -0.05 0.02 -0.02
C 0.03 -0.01 0.01
C -0.02 0.01 -0.03
C 0.01 0.03 -0.01
N 0.00 -0.13 -0.06
H 0.00 0.01 0.00
H 0.00 0.00 0.00
H 0.00 0.00 0.01
H 0.00 -0.01 0.00
C 0.01 0.00 0.00
C -0.01 -0.03 0.00
C -0.01 0.01 0.02
N 0.02 0.03 -0.03
H 0.00 0.00 0.00
H 0.00 0.00 0.00
H 0.00 0.00 0.00
H 0.00 0.00 0.00
H 0.00 0.00 0.00

---

2.
A structure of composition C35H49BF9GaN3OP2S, computed with ωB97M-V/def2-TZVPD.

The highest occupied orbital energy is -10.64 eV. The LUMO energy is -3.014 eV. The charge is +1.

Positions of all 102 atoms, in Å:
Ga1 0.743 -0.108 0.342
C1 -3.963 4.504 -0.166
C2 -2.442 4.348 -0.252
C3 -1.847 4.645 1.134
C4 -1.883 5.391 -1.224
P1 -1.777 2.642 -0.713
C5 -2.969 1.629 0.274
N1 -2.536 0.281 0.610
B1 -1.287 -0.418 0.587
N2 -1.579 -1.763 0.990
C6 -0.748 -2.936 1.154
P2 1.054 -2.571 1.009
C7 1.587 -3.457 -0.539
C8 1.326 -4.963 -0.503
C9 0.782 -2.805 -1.677
C10 3.077 -3.197 -0.799
C11 1.754 -3.292 2.589
C12 3.271 -3.485 2.495
C13 1.151 -4.645 2.990
C14 1.416 -2.252 3.668
C15 -2.946 -1.869 1.244
C16 -3.702 -2.958 1.647
C17 -5.063 -2.763 1.840
C18 -5.642 -1.514 1.636
C19 -4.884 -0.424 1.228
C20 -3.525 -0.617 1.027
C21 -2.282 2.218 -2.478
C22 -3.671 2.680 -2.917
C23 -2.221 0.688 -2.591
C24 -1.233 2.789 -3.441
H1 -4.193 5.526 0.150
H2 -4.415 3.837 0.568
H3 -4.453 4.342 -1.122
H4 -2.214 5.611 1.491
H5 -0.759 4.702 1.078
H6 -2.130 3.899 1.881
H7 -2.063 6.391 -0.821
H8 -2.366 5.341 -2.198
H9 -0.805 5.278 -1.365
H10 -3.920 1.560 -0.260
H11 -3.175 2.177 1.198
H12 -1.022 -3.705 0.426
H13 -0.940 -3.356 2.140
H14 0.289 -5.213 -0.274
H15 1.971 -5.463 0.219
H16 1.553 -5.381 -1.486
H17 -0.298 -2.849 -1.524
H18 1.003 -3.337 -2.605
H19 1.083 -1.766 -1.835
H20 3.716 -3.756 -0.119
H21 3.313 -2.137 -0.729
H22 3.314 -3.521 -1.815
H23 3.520 -4.346 1.877
H24 3.654 -3.686 3.499
H25 3.794 -2.617 2.107
H26 1.432 -5.438 2.299
H27 0.067 -4.642 3.082
H28 1.550 -4.911 3.971
H29 1.888 -1.290 3.466
H30 1.782 -2.608 4.633
H31 0.338 -2.097 3.763
H32 -3.256 -3.932 1.802
H33 -5.680 -3.594 2.154
H34 -6.704 -1.388 1.798
H35 -5.350 0.540 1.081
H36 -4.460 2.345 -2.241
H37 -3.890 2.259 -3.902
H38 -3.731 3.763 -3.009
H39 -2.994 0.194 -2.000
H40 -1.246 0.300 -2.281
H41 -2.368 0.407 -3.637
H42 -1.203 3.876 -3.434
H43 -1.476 2.472 -4.458
H44 -0.238 2.418 -3.204
S1 1.973 3.989 1.889
C25 1.041 2.556 1.801
N3 1.578 1.508 1.292
C26 2.965 1.728 0.857
C27 4.517 0.885 -0.999
C28 5.541 1.984 -0.806
C29 5.491 3.148 -0.157
C30 4.403 3.780 0.594
C31 3.295 3.186 1.032
H45 0.013 2.554 2.143
H46 4.810 0.044 -0.362
H47 6.490 1.747 -1.273
H48 6.397 3.741 -0.190
H49 4.539 4.834 0.811
F1 3.295 3.206 -1.990
C32 2.448 2.245 -1.620
F2 2.041 1.621 -2.726
F3 1.373 2.856 -1.087
C33 3.049 1.194 -0.627
O1 2.267 0.056 -0.708
C34 4.725 0.307 -2.412
F4 4.694 1.241 -3.367
F5 5.947 -0.262 -2.452
F6 3.845 -0.640 -2.740
C35 3.792 0.917 1.892
F7 3.408 1.268 3.127
F8 3.556 -0.399 1.761
F9 5.104 1.096 1.827

Force components x, y, z for each atom (eV/Å):
Ga 0.05 -0.02 0.23
C -0.02 0.01 -0.01
C 0.02 -0.01 0.03
C 0.00 0.00 -0.03
C 0.02 -0.01 0.00
P -0.01 0.00 -0.01
C -0.02 0.06 0.03
N -0.01 0.00 -0.03
B 0.03 -0.02 -0.15
N -0.04 0.00 -0.04
C 0.01 0.04 0.02
P 0.02 0.00 -0.03
C 0.00 0.00 0.01
C 0.01 0.00 0.01
C 0.00 -0.01 -0.01
C 0.00 -0.01 -0.01
C -0.03 0.02 0.02
C 0.00 0.01 0.05
C 0.02 -0.03 -0.04
C 0.00 -0.03 0.01
C 0.00 0.00 0.00
C 0.00 0.00 0.01
C 0.00 0.01 0.00
C 0.00 0.00 0.00
C -0.01 0.00 0.00
C 0.01 -0.02 -0.03
C -0.03 -0.01 0.00
C -0.01 -0.02 -0.02
C 0.02 0.01 0.02
C -0.02 -0.01 0.00
H 0.00 0.00 0.00
H 0.01 -0.01 0.01
H 0.00 0.01 0.03
H 0.00 0.00 -0.01
H 0.01 0.00 0.02
H 0.01 0.00 0.01
H 0.00 0.00 -0.01
H 0.01 -0.01 -0.02
H 0.00 -0.01 0.00
H 0.00 -0.02 -0.01
H -0.02 -0.01 -0.01
H -0.01 0.01 0.01
H 0.01 0.00 0.01
H 0.00 0.00 -0.01
H 0.00 0.00 0.00
H 0.00 0.00 0.00
H -0.01 -0.01 0.01
H -0.01 0.00 0.00
H 0.00 0.00 0.00
H 0.00 0.01 -0.02
H 0.00 0.01 0.00
H -0.01 0.00 0.00
H 0.00 0.00 0.01
H 0.00 0.01 0.00
H 0.02 0.05 -0.02
H -0.03 0.00 -0.01
H -0.01 0.02 0.04
H 0.02 -0.01 -0.01
H 0.02 0.02 -0.01
H -0.01 0.00 0.01
H -0.01 0.00 -0.01
H 0.00 0.00 0.00
H 0.00 0.00 0.00
H 0.00 0.00 0.00
H 0.00 0.00 0.00
H 0.00 -0.01 0.00
H 0.01 0.00 0.00
H 0.00 0.00 0.00
H 0.01 -0.01 0.00
H 0.00 -0.01 0.01
H -0.01 0.00 0.00
H -0.01 0.05 0.02
H 0.00 0.01 0.00
H 0.05 -0.01 0.01
S -0.04 -0.01 0.00
C 0.04 0.02 -0.01
N 0.00 0.09 -0.01
C -0.04 0.02 0.05
C 0.02 -0.02 -0.01
C 0.02 0.02 0.03
C -0.03 0.00 0.03
C -0.02 -0.05 0.01
C 0.08 0.02 -0.05
H 0.01 -0.01 0.02
H -0.01 0.01 0.00
H 0.00 0.00 0.00
H 0.00 0.00 0.00
H 0.00 0.00 0.01
F -0.01 0.01 -0.03
C 0.01 -0.01 -0.03
F -0.03 0.00 -0.01
F 0.02 -0.03 -0.01
C -0.02 -0.03 -0.03
O -0.10 0.03 -0.09
C 0.02 0.01 0.02
F 0.01 0.03 0.00
F 0.01 0.01 -0.01
F -0.01 -0.03 0.01
C 0.00 -0.09 0.03
F -0.01 0.00 0.03
F 0.01 -0.06 0.00
F 0.03 0.01 -0.04

---

3.
A cluster of 3 separate species, C12H34B3N3O6 in total, computed with ωB97M-V/def2-TZVPD.

As for the SMILES: CCCOCB1OBOB(N)O1.COC[C@@H](C)N.COC[C@@H](C)N. The highest occupied orbital energy is -9.34 eV. The LUMO energy is 0.408 eV.

Positions of all 58 atoms, in Å:
C1 -1.629 -2.739 -2.966
C2 -1.210 -3.844 -4.103
C3 -0.044 -3.355 -5.149
O1 0.751 -2.201 -4.701
C4 2.189 -2.482 -4.832
B1 3.146 -1.159 -5.022
O2 2.790 0.101 -5.704
B2 3.915 1.039 -5.356
O3 4.321 1.237 -3.920
B3 4.460 -0.130 -3.381
N1 4.501 -0.529 -1.917
O4 4.514 -1.239 -4.399
H1 -2.419 -1.967 -3.405
H2 -0.718 -2.226 -2.436
H3 -2.228 -3.334 -2.122
H4 -0.775 -4.811 -3.555
H5 -2.133 -4.189 -4.777
H6 -0.551 -3.039 -6.180
H7 0.601 -4.319 -5.402
H8 2.450 -3.214 -5.738
H9 2.522 -2.989 -3.805
H10 4.556 1.626 -6.147
H11 3.551 -0.236 -1.539
H12 4.429 -1.591 -1.922
C5 1.848 0.753 3.482
O5 0.979 0.281 2.463
C6 0.283 1.313 1.757
C7 1.103 1.970 0.622
C8 2.149 2.962 1.123
N2 1.766 0.961 -0.218
H13 1.460 1.646 3.978
H14 2.839 0.945 3.066
H15 1.955 -0.039 4.229
H16 -0.586 0.822 1.302
H17 -0.114 2.062 2.453
H18 0.401 2.531 -0.006
H19 3.024 2.470 1.556
H20 2.511 3.584 0.295
H21 1.724 3.632 1.878
H22 1.053 0.356 -0.626
H23 2.282 0.336 0.409
C9 -1.811 0.854 5.088
O6 -3.085 1.098 5.664
C10 -3.905 2.005 4.921
C11 -4.666 1.353 3.743
C12 -3.787 1.087 2.524
N3 -5.314 0.097 4.148
H24 -1.406 1.739 4.588
H25 -1.870 0.015 4.393
H26 -1.125 0.567 5.891
H27 -4.649 2.379 5.635
H28 -3.325 2.876 4.595
H29 -5.447 2.057 3.429
H30 -3.129 0.224 2.659
H31 -4.409 0.879 1.645
H32 -3.166 1.957 2.291
H33 -5.972 0.297 4.902
H34 -4.600 -0.481 4.599

Force components x, y, z for each atom (eV/Å):
C -1.25 -0.81 0.24
C 0.68 -0.30 0.09
C -1.10 -0.62 -1.21
O 0.94 -2.09 -1.00
C 0.58 -0.53 0.59
B 0.79 1.05 -0.14
O 3.63 -0.87 2.68
B -1.13 -1.10 2.34
O -0.91 -3.96 -1.98
B 0.20 0.05 -0.24
N -2.21 -0.73 -2.27
O -3.28 2.36 0.54
H 2.02 -1.41 0.93
H -1.77 -0.93 -1.38
H 1.31 1.30 -1.78
H -1.10 2.12 -1.09
H 1.93 0.81 1.72
H 0.99 -0.58 2.16
H -1.02 2.19 0.65
H -0.68 1.35 1.92
H -0.43 0.78 -2.30
H -0.30 0.18 -0.34
H 1.67 0.16 -0.14
H 0.41 1.73 0.05
C 0.12 -0.42 -0.07
O -0.34 0.58 0.01
C -0.01 -0.32 -0.30
C 0.27 -0.10 0.32
C 0.09 0.31 -0.09
N -0.19 -0.40 0.08
H 0.01 0.05 -0.09
H 0.04 0.20 0.15
H -0.11 0.05 -0.12
H 0.13 -0.07 0.06
H 0.16 0.06 0.05
H -0.02 -0.17 0.07
H -0.15 -0.02 -0.05
H -0.07 -0.18 0.12
H 0.04 -0.08 -0.05
H 0.07 0.15 -0.03
H -0.09 0.24 -0.09
C -0.10 -0.36 0.30
O -0.04 0.56 -0.37
C -0.26 -0.18 0.19
C 0.35 -0.25 0.15
C -0.03 0.05 -0.32
N 0.09 0.15 0.35
H -0.07 0.01 -0.07
H 0.19 0.10 -0.18
H -0.14 0.09 -0.02
H 0.10 -0.14 0.00
H 0.12 -0.09 -0.09
H 0.05 -0.04 0.16
H -0.08 0.09 0.08
H 0.07 0.00 0.21
H -0.02 -0.07 0.03
H 0.02 -0.05 -0.21
H -0.19 0.12 -0.22

---

4.
A cluster of 2 separate species, C6H13N in total, computed with ωB97M-V/def2-TZVPD.

The highest occupied orbital energy is -7.30 eV. The LUMO energy is -1.026 eV. The relative energy (zero: lowest compared OMol25 entry of this formula, charge and spin) comes out at 6.625 eV.

Positions of all 20 atoms, in Å:
C1 -1.914 -1.084 -0.420
C2 -1.803 0.045 0.776
C3 -0.526 -0.324 1.677
C4 0.719 -0.406 0.991
N1 2.082 1.900 -1.746
C5 1.679 0.630 -1.150
C6 1.197 0.631 0.158
H1 -0.818 -0.980 -0.678
H2 -2.099 -1.961 0.141
H3 -2.600 -0.658 -1.153
H4 -1.838 1.057 0.374
H5 -2.685 -0.057 1.438
H6 -0.848 -1.311 2.192
H7 -0.520 0.560 2.445
H8 0.514 -2.020 -0.522
H9 1.144 -1.391 0.695
H10 2.132 1.877 -2.750
H11 3.042 2.158 -1.446
H12 2.185 -0.316 -1.563
H13 0.957 1.650 0.543

Force components x, y, z for each atom (eV/Å):
C 1.90 4.50 2.11
C -0.63 -2.04 -0.63
C -3.24 0.90 2.17
C 1.71 -2.40 -2.58
N 0.64 -0.63 0.99
C 1.91 -0.10 1.80
C -0.25 2.33 -2.03
H -1.50 -1.03 -1.00
H -0.52 -1.26 -0.35
H -0.02 -0.84 -0.06
H 0.51 -0.02 -0.01
H 0.47 0.11 -0.19
H 0.94 1.66 -0.58
H 0.34 -1.68 -1.04
H 0.29 0.81 0.89
H 0.32 -0.16 1.02
H -0.20 -0.35 -0.25
H -0.95 -0.15 0.00
H -1.73 0.98 0.19
H 0.03 -0.61 -0.44

---

5.
The molecule C3H3BrO2, computed with ωB97M-V/def2-TZVPD.

The highest occupied orbital energy (alpha / beta) is -10.43 / -10.14 eV. The LUMO energy (alpha / beta) is -1.796 / -1.689 eV. The relative energy (zero: lowest compared OMol25 entry of this formula, charge and spin) comes out at 3.377 eV.

Positions of all 9 atoms, in Å:
C1 0.085 -1.357 -0.251
C2 0.415 1.179 0.016
C3 -0.390 -0.127 0.363
O1 -0.324 -2.434 0.098
O2 -0.144 1.092 -1.218
Br1 -2.037 -0.188 1.258
H1 0.756 -1.406 -1.176
H2 0.208 2.051 0.656
H3 1.431 1.190 0.254

Force components x, y, z for each atom (eV/Å):
C 0.34 -1.92 -2.08
C -2.17 0.06 1.75
C 0.69 3.40 -1.81
O -0.21 -0.21 0.71
O -0.27 -1.58 1.78
Br 0.91 0.29 -0.57
H -0.31 1.21 1.27
H -1.43 -0.01 -0.19
H 2.45 -1.24 -0.85

---

Max |F| (Eh/bohr)
0.01339 0.00463 0.08947 0.10353 0.07605